Record 1
{"formula": "C7H6N2O", "method": "ωB97M-V/def2-TZVPD", "charge": 0, "lumo_ev": 0.218, "smiles": "O=c1[nH]cc2[nH]cccc1-2", "species": ["C", "C", "C", "C", "H", "C", "N", "H", "H", "N", "H", "H", "H", "O", "C", "C"], "coordinates": [[-2.206, -0.032, -0.063], [1.999, -0.557, -0.031], [-1.743, -1.316, 0.016], [-0.362, -1.614, 0.057], [3.243, 1.169, 0.101], [0.052, 0.818, -0.040], [-1.333, 1.059, -0.090], [-2.535, -2.063, -0.105], [1.208, 2.730, 0.193], [2.277, 0.776, -0.060], [-3.267, 0.146, -0.032], [-1.670, 2.021, -0.064], [-0.023, -2.606, 0.140], [2.728, -1.543, -0.088], [1.109, 1.612, 0.054], [0.523, -0.602, 0.013]], "forces_ev_per_angstrom": [[1.57, 0.35, 0.37], [-0.59, -1.32, -0.09], [-1.83, 0.54, -0.56], [0.46, 0.85, -0.09], [-1.72, -0.93, -0.39], [-1.05, -1.21, 0.44], [-0.30, -0.72, 0.25], [0.65, 0.00, 0.39], [-0.12, -1.70, -0.40], [2.09, 1.55, 0.82], [-0.06, 0.41, -0.24], [0.07, -0.73, -0.02], [0.39, -1.14, 0.00], [0.26, 0.92, 0.16], [1.10, 1.70, -0.14], [-0.90, 1.43, -0.52]]}

---

Record 2
{"formula": "C45H39Cl5N8O5TeTl", "method": "ωB97M-V/def2-TZVPD", "charge": 0, "lumo_ev": [-0.106, -0.994], "spin_multiplicity": 2, "species": ["C", "C", "H", "H", "C", "H", "Cl", "C", "C", "H", "C", "C", "O", "N", "Cl", "H", "C", "O", "C", "N", "H", "H", "C", "H", "O", "H", "C", "H", "C", "C", "H", "H", "C", "H", "H", "C", "C", "H", "H", "H", "H", "H", "C", "H", "C", "H", "H", "N", "H", "H", "H", "O", "H", "C", "C", "H", "C", "C", "Te", "H", "C", "Cl", "H", "C", "H", "H", "Cl", "N", "C", "C", "C", "H", "C", "N", "N", "C", "C", "N", "N", "C", "O", "H", "C", "H", "Tl", "C", "H", "C", "C", "C", "C", "C", "C", "C", "H", "C", "H", "H", "C", "C", "C", "C", "Cl", "H"], "coordinates": [[-0.764, 5.287, 1.983], [-4.107, 0.597, -0.745], [0.037, 6.413, 3.625], [-4.280, -0.732, 5.271], [-1.297, 1.647, -5.370], [1.388, 4.524, 4.481], [0.100, -3.563, 8.122], [-4.641, 2.723, 0.262], [-1.437, 3.661, -6.859], [-1.381, 3.928, 0.432], [-0.961, -3.657, 5.643], [0.783, 4.402, 3.592], [3.104, -1.790, -0.717], [-2.428, -0.856, 0.293], [-1.930, -4.959, 6.212], [-1.263, 4.735, -6.818], [-0.207, 1.705, -3.212], [1.183, -1.402, 0.311], [-3.177, 0.328, 0.273], [2.315, -4.432, 2.787], [-2.664, 0.209, 3.937], [-0.338, -6.267, -1.010], [3.243, 0.535, -2.867], [-2.019, -5.601, -2.755], [5.845, -4.930, 0.708], [0.178, 4.121, -1.530], [4.592, 0.856, -2.951], [-4.264, -0.140, -1.518], [0.614, -1.567, 4.696], [-1.234, -0.471, -4.073], [-2.282, 1.099, 2.061], [2.569, 2.043, 0.105], [-1.087, -3.200, 4.332], [6.264, 1.838, -2.039], [-0.871, 3.254, -7.699], [3.766, -3.979, 1.221], [2.583, -0.331, -3.908], [-3.756, -0.541, 2.973], [-3.126, -3.366, -2.544], [-1.371, 6.106, 1.615], [-2.495, 3.488, -7.060], [4.977, 2.571, -0.056], [-0.772, 4.071, 1.316], [-1.705, -0.682, -3.111], [-0.004, 3.012, 1.791], [-2.940, -1.660, 5.413], [1.019, 4.915, -2.868], [-3.660, -1.358, 4.770], [3.316, -0.748, -4.597], [4.371, -2.671, -0.710], [-5.519, 1.981, -1.547], [5.152, -3.296, -0.618], [-1.830, 1.091, -6.136], [0.766, 3.180, 2.935], [0.021, 5.459, 3.114], [1.716, 3.500, -2.077], [-0.595, -4.452, 0.075], [-1.780, -4.933, -1.937], [0.479, 0.482, -1.577], [-0.127, 4.730, -4.727], [-4.815, 1.784, -0.748], [1.713, -0.400, 4.089], [1.819, -4.823, 3.570], [0.758, -2.007, 6.015], [5.172, 0.499, -3.794], [-0.335, -1.090, -4.152], [1.937, -1.298, 7.041], [-3.036, -0.698, 3.667], [2.288, -2.031, 0.181], [-0.902, 0.996, -4.212], [0.789, 3.952, -2.412], [-3.589, 3.174, 2.078], [4.491, 2.020, -0.850], [-2.696, -1.670, -0.698], [-1.182, -3.254, 0.189], [-0.347, 3.678, -4.584], [-3.739, 2.456, 1.282], [1.770, -3.422, 2.106], [0.096, 1.854, -0.227], [2.631, -3.122, 1.155], [-0.082, 0.664, 1.827], [2.074, -1.171, -3.423], [-0.049, -3.036, 6.494], [1.852, 0.242, -4.484], [-0.746, -1.538, 1.753], [0.072, 3.072, -3.400], [0.100, -4.722, 0.857], [-1.023, 2.991, -5.578], [-2.391, -3.713, -1.832], [3.141, 1.721, -0.755], [-2.067, -2.864, -0.748], [3.509, -4.801, 2.292], [5.211, 1.598, -1.957], [-0.849, -5.316, -0.963], [1.355, 2.354, 3.304], [-0.345, -2.123, 3.860], [-5.196, 3.652, 0.253], [-1.919, -0.782, -4.860], [0.007, 1.688, 1.067], [5.014, -4.104, 0.411], [-3.012, 1.278, 1.287], [2.524, 1.009, -1.770], [-2.173, -4.001, 3.255], [4.102, -5.603, 2.697]], "forces_ev_per_angstrom": [[-0.02, 0.02, -0.04], [0.09, -0.09, 0.02], [-0.01, 0.00, 0.00], [0.03, 0.06, 0.08], [-0.01, 0.07, -0.05], [0.02, 0.02, -0.02], [0.00, -0.01, 0.01], [0.02, 0.04, 0.02], [0.02, -0.03, 0.06], [0.04, 0.00, 0.00], [-0.07, -0.01, -0.04], [0.01, 0.01, -0.01], [-0.02, 0.07, -0.27], [0.57, -0.54, 0.29], [0.02, -0.01, 0.00], [-0.01, 0.00, -0.01], [0.11, -0.03, -0.16], [0.30, -0.34, 0.38], [-0.21, 0.37, -0.01], [0.00, -0.02, -0.02], [-0.09, 0.07, -0.01], [-0.02, 0.01, 0.03], [-0.21, -0.10, -0.07], [0.00, 0.04, -0.02], [-0.02, -0.01, 0.01], [0.00, -0.02, 0.10], [-0.01, -0.01, 0.01], [0.03, 0.03, -0.02], [-0.12, -0.21, -0.06], [0.05, 0.06, 0.01], [-0.02, 0.04, 0.00], [-0.03, 0.06, 0.01], [0.05, 0.18, 0.00], [-0.01, -0.04, 0.00], [-0.02, 0.03, -0.02], [-0.04, 0.15, -0.09], [0.06, 0.11, 0.08], [0.03, 0.02, -0.07], [0.01, 0.02, 0.00], [0.01, -0.01, 0.00], [0.01, 0.03, -0.02], [-0.01, 0.01, -0.02], [0.05, 0.04, -0.02], [-0.08, -0.11, 0.00], [-0.09, 0.02, 0.03], [0.05, -0.05, -0.02], [0.00, -0.04, 0.00], [-0.04, -0.07, 0.00], [0.00, 0.02, -0.01], [-0.06, 0.01, 0.06], [0.01, -0.03, 0.00], [0.22, -0.03, -0.12], [0.00, -0.03, 0.04], [-0.07, 0.00, 0.00], [0.00, -0.02, 0.06], [0.12, -0.03, 0.09], [0.09, -0.15, 0.02], [-0.02, 0.07, 0.02], [-0.15, 0.51, -0.17], [0.00, 0.00, 0.00], [-0.01, 0.04, 0.03], [0.09, 0.14, -0.12], [0.02, 0.03, -0.01], [-0.04, 0.01, -0.06], [-0.03, 0.00, -0.01], [-0.05, -0.04, 0.02], [0.02, 0.02, 0.05], [-0.09, 0.02, 0.05], [-0.37, 0.21, 0.15], [-0.01, -0.13, 0.22], [-0.08, -0.10, -0.02], [0.03, -0.01, -0.02], [0.09, -0.01, -0.01], [-0.27, 0.28, -0.22], [-0.12, 0.34, -0.06], [-0.05, -0.03, -0.02], [-0.08, 0.01, 0.00], [-0.41, 0.12, 0.19], [0.19, -0.10, 0.04], [-0.01, -0.09, -0.10], [0.18, 0.24, -0.54], [0.02, -0.02, -0.04], [0.03, -0.01, 0.02], [0.00, -0.05, -0.03], [0.32, 0.02, 0.19], [0.05, -0.07, 0.09], [0.05, 0.07, 0.05], [-0.01, -0.02, -0.03], [0.03, -0.04, -0.02], [-0.20, -0.02, 0.03], [0.16, -0.22, 0.09], [0.13, -0.06, -0.03], [0.02, 0.06, 0.07], [0.03, -0.02, 0.07], [0.00, -0.08, 0.05], [-0.02, -0.18, -0.59], [-0.02, -0.02, 0.00], [0.01, 0.01, 0.00], [-0.20, -0.10, 0.28], [0.01, -0.07, 0.08], [0.04, -0.16, -0.04], [0.10, -0.16, 0.03], [-0.10, -0.05, 0.06], [-0.02, 0.04, 0.02]]}

---

Record 3
{"formula": "C6H9NO", "method": "ωB97M-V/def2-TZVPD", "charge": 0, "lumo_ev": 0.994, "smiles": "C=COC(=C)C(=C)N", "species": ["H", "C", "H", "H", "C", "H", "H", "H", "C", "C", "H", "C", "O", "H", "N", "H", "C"], "coordinates": [[-0.957, 2.606, 0.377], [0.782, -0.300, 1.975], [0.006, -0.896, 2.444], [1.741, -0.255, 2.478], [-0.599, -1.567, -0.753], [-2.426, 1.703, -0.332], [-0.568, -2.527, -0.255], [-0.443, -0.422, -2.530], [-0.818, 0.501, 0.304], [0.556, 0.366, 0.826], [0.394, -2.072, -2.553], [-1.436, 1.671, 0.107], [-1.428, -0.699, -0.008], [1.378, 1.281, -0.748], [1.544, 1.150, 0.247], [2.479, 0.804, 0.437], [-0.205, -1.346, -2.015]], "forces_ev_per_angstrom": [[-0.02, -0.21, 0.07], [-0.36, -0.17, -0.48], [0.02, 0.25, -0.07], [0.07, -0.13, -0.18], [-1.14, -0.06, -0.73], [0.06, -0.05, 0.08], [0.53, -0.03, -0.05], [0.07, 0.05, 0.16], [-0.34, 0.52, -0.96], [0.48, -0.07, 1.98], [-0.17, -0.06, 0.18], [0.21, -0.58, -0.03], [0.65, 0.00, -0.43], [0.25, 0.05, 0.26], [0.03, 0.14, -0.80], [-0.24, 0.21, -0.10], [-0.11, 0.15, 1.09]]}

---

Record 4
{"formula": "C17H17ClN5Ru", "method": "ωB97M-V/def2-TZVPD", "charge": 3, "lumo_ev": [-9.755, -13.354], "spin_multiplicity": 5, "species": ["C", "C", "C", "C", "H", "C", "C", "C", "Ru", "N", "N", "H", "H", "H", "H", "C", "C", "N", "C", "C", "H", "C", "Cl", "H", "C", "C", "H", "H", "H", "C", "H", "H", "C", "H", "H", "H", "C", "H", "H", "N", "N"], "coordinates": [[-2.510, 1.055, -1.225], [-4.608, 2.187, -2.575], [3.135, 4.283, -0.634], [4.352, 2.587, -2.020], [2.529, -2.074, -0.562], [-3.171, 0.360, -2.232], [-2.887, 2.343, -0.864], [1.732, -1.504, -1.049], [-0.151, 0.401, 0.794], [1.638, 0.930, -0.419], [3.257, 0.318, -1.816], [-1.274, -2.811, -0.481], [-2.055, 0.335, 2.720], [-5.437, 2.657, -3.085], [-4.284, 3.890, -1.303], [4.188, 3.910, -1.532], [-0.701, -2.104, -1.085], [0.477, -1.669, -0.290], [-1.127, -0.173, 2.476], [-1.572, -0.930, -1.402], [4.893, 4.668, -1.854], [2.229, 3.368, -0.204], [0.289, 0.705, 3.119], [0.641, -2.369, 0.426], [2.378, 2.032, -0.685], [-4.235, 0.907, -2.935], [-2.393, 2.885, -0.067], [-4.751, 0.360, -3.713], [5.160, 2.341, -2.696], [-3.947, 2.894, -1.556], [3.078, 5.312, -0.304], [-1.100, -1.222, 2.759], [3.438, 1.681, -1.581], [1.429, 3.627, 0.477], [-2.799, -1.640, -2.934], [3.843, -0.266, -2.402], [2.203, -0.085, -1.115], [-0.402, -2.632, -1.992], [1.644, -1.903, -2.063], [-2.537, -0.888, -2.310], [-1.500, 0.215, -0.717]], "forces_ev_per_angstrom": [[0.13, -0.02, 0.10], [0.01, 0.05, 0.04], [0.07, 0.00, -0.05], [0.01, -0.09, -0.03], [0.00, -0.03, -0.03], [-0.03, 0.04, -0.01], [-0.01, -0.04, -0.01], [0.00, -0.01, 0.06], [-0.14, -0.06, -0.26], [0.14, -0.02, -0.05], [0.06, 0.04, -0.01], [-0.01, -0.01, -0.01], [0.01, 0.04, -0.02], [0.00, 0.00, 0.00], [-0.02, 0.00, -0.02], [-0.06, 0.06, 0.06], [0.05, 0.01, 0.08], [0.02, 0.02, -0.08], [0.00, 0.09, 0.15], [-0.02, -0.04, -0.02], [-0.01, 0.01, 0.01], [0.00, -0.04, 0.00], [-0.07, -0.06, 0.09], [0.00, 0.01, 0.01], [-0.04, -0.01, 0.03], [0.00, -0.08, -0.02], [-0.01, 0.01, 0.00], [-0.01, 0.02, 0.00], [0.01, 0.02, 0.00], [0.00, -0.03, -0.02], [0.02, 0.00, -0.01], [0.06, -0.01, -0.02], [-0.08, 0.02, 0.01], [0.00, 0.01, 0.00], [0.02, -0.01, 0.00], [-0.01, -0.01, 0.00], [-0.05, 0.02, 0.02], [-0.01, 0.00, -0.01], [0.01, 0.01, -0.02], [-0.03, 0.05, -0.01], [-0.03, 0.02, 0.04]]}

---

Energy relative to the best compared isomer or geometry (same formula, charge and spin) per entry: 0.239; 0.153; 2.480; 0.021 eV